1.
Computed, not measured: a molecular structure, C21H11BrCl3MoN3O2SbSe4 at a distorted geometry, with ωB97M-V/def2-TZVPD.

The max |F| comes out at 4.02 eV/Å. As for the net charge: +1. Its relative energy (zero: lowest compared OMol25 entry of this formula, charge and spin) is 39.0 kcal per mole. The calculation puts the LUMO energy (spin up / spin down) at -4.313 / -4.329 eV. The calculation puts the orbital gap (spin up / spin down) at 6.240 / 6.224 eV. The HOMO energy (spin up / spin down) comes out at -0.3878 / -0.3878 hartree.

```
47
C21H11BrCl3MoN3O2SbSe4 (ωB97M-V/def2-TZVPD)
Mo 1.0735 1.5103 2.5286
Cl 5.1948 -3.4929 5.5583
C 4.4574 -2.2759 4.6040
C 3.5527 -1.4046 5.2022
C 2.9461 -0.4637 4.4051
Cl 1.8020 0.6989 5.0098
C 3.2388 -0.3413 3.0456
O 2.5524 0.5951 2.3769
C 4.1840 -1.1905 2.4811
Cl 4.5931 -0.9809 0.8269
C 4.7736 -2.1737 3.2563
H 3.3399 -1.4727 6.2588
H 5.4832 -2.8539 2.8083
Br -5.1073 -4.4694 -6.3973
C -4.5411 -2.9993 -5.3607
C -3.8034 -1.9827 -5.9519
C -3.3785 -0.9177 -5.1830
C -3.6656 -0.8785 -3.8171
C -4.4258 -1.9046 -3.2378
C -4.8702 -2.9549 -4.0077
N -3.1205 0.1822 -3.0955
N -3.3596 0.2179 -1.8845
C -2.7177 0.9295 -0.9230
C -3.4333 1.3302 0.2057
C -2.8176 1.7276 1.3883
C -1.4437 1.7279 1.4586
O -0.6444 1.9346 2.5330
C -0.6872 1.4051 0.3151
N 0.6757 1.4331 0.5173
C 1.4513 1.1391 -0.5179
C 0.9400 0.8199 -1.7750
C -0.4211 0.7457 -1.9753
C -1.2806 1.0321 -0.9020
H -3.5625 -2.0362 -7.0040
H -2.8088 -0.1111 -5.6247
H -4.6591 -1.8515 -2.1837
H -5.4613 -3.7492 -3.5749
H -4.5129 1.3026 0.1523
H -3.4102 1.9784 2.2574
H 2.5192 1.1434 -0.3360
H 1.6315 0.6054 -2.5761
H -0.8321 0.4782 -2.9380
Se 6.0299 2.2162 4.3966
Sb 5.2903 4.0806 3.1607
Se 2.7279 4.4204 0.8303
Se 1.8726 3.7550 2.8979
Se 4.6345 3.0961 0.7910
```

---

2.
Computed, not measured: 2 unconnected molecules or ions with the total composition C21H11N6O7 at a distorted geometry, with ωB97M-V/def2-TZVPD.

The max |F| comes out at 6.46 eV/Å. As for the net charge: -1. Its relative energy (zero: lowest compared OMol25 entry of this formula, charge and spin) is 8.6 kcal per mole. The calculation puts the LUMO energy at 0.008 eV. The calculation puts the orbital gap at 3.673 eV. The HOMO energy comes out at -0.1347 hartree.

```
45
C21H11N6O7 (ωB97M-V/def2-TZVPD)
C -0.5025 -4.1964 0.4707
C -1.5833 -3.6254 -0.1723
C -1.8402 -2.2856 -0.0226
C -1.0330 -1.4719 0.7871
C -1.2958 -0.0456 0.9101
C -2.6382 0.5136 0.7463
O -2.8131 1.6955 0.4798
C -3.8346 -0.3605 0.9210
C -3.8785 -1.3642 1.8858
C -4.9602 -2.2118 1.9678
C -6.0316 -2.0396 1.1139
C -6.0286 -1.0151 0.1887
C -4.9364 -0.1818 0.0935
C -0.2385 0.7819 1.0963
N 0.7401 1.4290 1.2170
C 0.0630 -2.0759 1.4247
C 0.3195 -3.4178 1.2648
H -0.3023 -5.2489 0.3513
H -2.2257 -4.2254 -0.7958
H -2.6571 -1.8317 -0.5547
H -3.0363 -1.4871 2.5456
H -4.9556 -3.0175 2.6841
H -6.8776 -2.7001 1.1778
H -6.8718 -0.8681 -0.4677
H -4.9039 0.6156 -0.6296
H 0.6906 -1.4754 2.0602
H 1.1661 -3.8631 1.7605
O 7.2207 2.0749 0.2774
N 6.3764 1.6667 -0.5739
C 5.1504 2.2588 -0.7715
C 4.6205 1.4854 -1.7895
N 5.5035 0.5254 -2.1195
O 6.5903 0.6114 -1.3809
C 3.2772 1.7099 -2.2579
N 2.7187 0.9389 -3.3365
O 3.4426 0.1266 -3.9362
O 1.5258 1.1142 -3.6303
C 2.5184 2.6836 -1.6664
C 3.0734 3.4833 -0.6510
N 2.6948 4.6187 0.0398
O 1.5828 5.1783 -0.1353
O 3.6396 5.0804 0.8810
N 4.6541 4.2489 0.7280
C 4.3711 3.3133 -0.1922
H 1.5051 2.8546 -1.9897
```

---

3.
Computed, not measured: a molecular structure, C21H12Cl2N10O6S3Sn at a distorted geometry, with ωB97M-V/def2-TZVPD.

The max |F| comes out at 1.46 eV/Å. As for the net charge: -2. Its relative energy (zero: lowest compared OMol25 entry of this formula, charge and spin) is 15.1 kcal per mole. The calculation puts the LUMO energy at 3.832 eV. The calculation puts the orbital gap at 7.539 eV. The HOMO energy comes out at -0.1362 hartree.

```
55
C21H12Cl2N10O6S3Sn (ωB97M-V/def2-TZVPD)
Sn -0.6980 -0.0724 0.6717
N -3.6694 0.0738 2.8154
C -2.7481 -0.8706 3.2277
N -2.9218 -1.7008 4.2415
N -1.7964 -2.4449 4.2479
N -1.0079 -2.0887 3.2964
N -1.5845 -1.0729 2.6197
C -3.8117 0.4031 1.4865
N -4.9655 0.7427 0.9484
N -4.6815 1.0038 -0.3481
N -3.4395 0.8294 -0.5891
N -2.8343 0.4460 0.5592
H -4.5372 0.0599 3.3254
O 1.5190 1.2180 -0.4702
S 0.7778 2.4469 -0.6968
O 1.5183 3.6425 -0.3485
O -0.5579 2.3809 -0.0947
C 0.5824 2.6131 -2.4632
C 0.4815 3.8939 -2.9891
C 0.4759 4.0762 -4.3607
C 0.5954 2.9855 -5.2123
C 0.6646 1.7060 -4.6893
C 0.6582 1.5138 -3.3131
S 0.3717 -0.1660 -2.7334
O -0.2643 -0.7938 -3.8783
O 1.6157 -0.8042 -2.3673
O -0.6180 0.0630 -1.6512
H 0.4114 4.7330 -2.3105
H 0.3796 5.0739 -4.7717
H 0.5915 3.1294 -6.2859
H 0.6844 0.8255 -5.3163
Cl 2.2125 -1.3679 1.7916
C 2.9131 0.1366 2.2115
C 4.2875 0.2680 2.1169
C 4.8834 1.4871 2.3842
C 4.1104 2.5688 2.7658
C 2.7376 2.4303 2.8700
Cl 1.8223 3.7867 3.3909
C 2.0928 1.2211 2.5706
S 0.3592 1.0764 2.7239
H 4.8766 -0.5928 1.8321
H 5.9549 1.6037 2.2820
H 4.5570 3.5302 2.9779
N -1.2043 -7.5431 -0.5579
C -1.1485 -6.3983 -0.4425
C -1.0642 -4.9793 -0.3018
C -2.1086 -4.2710 0.2933
C -1.9945 -2.9025 0.4648
C -0.8355 -2.2556 0.0660
C 0.1840 -2.9344 -0.5760
C 0.0669 -4.3048 -0.7612
H -2.9924 -4.7966 0.6313
H -2.7970 -2.3487 0.9299
H 1.0411 -2.3998 -0.9584
H 0.8543 -4.8599 -1.2554
```

---

4.
Computed, not measured: a molecular structure, C21H12F7NO6S4V, with ωB97M-V/def2-TZVPD.

The max |F| comes out at 0.42 eV/Å. As for the net charge: -1. Its relative energy (zero: lowest compared OMol25 entry of this formula, charge and spin) is 0.0 kcal per mole. The calculation puts the LUMO energy (spin up / spin down) at 0.442 / 0.442 eV. The calculation puts the orbital gap (spin up / spin down) at 6.055 / 6.054 eV. The HOMO energy (spin up / spin down) comes out at -0.2063 / -0.2063 hartree.

```
52
C21H12F7NO6S4V (ωB97M-V/def2-TZVPD)
V 0.1864 -1.3493 0.3899
O -6.7337 2.4264 -1.1821
C -6.0051 1.6573 -1.8334
O -5.9624 1.3941 -3.0462
C -4.9570 0.8970 -0.9760
C -4.8762 1.0875 0.3957
C -3.9020 0.4194 1.1262
N -3.0210 -0.4073 0.5758
C -3.1244 -0.6110 -0.7392
C -4.0597 0.0057 -1.5547
C -2.1372 -1.5539 -1.3381
O -2.0984 -1.9415 -2.4655
O -1.1949 -1.9986 -0.4266
H -5.5768 1.7695 0.8594
H -3.8106 0.5655 2.1986
H -4.1038 -0.1758 -2.6197
O 1.6758 -3.4316 6.8526
C 1.4127 -3.0813 5.7378
S 2.2980 -3.6400 4.2962
C 1.3245 -2.7642 3.1455
C 0.3308 -2.0050 3.6174
S -0.6767 -1.1613 2.4985
S 0.0852 -1.9637 5.3430
S 1.6097 -2.8324 1.4352
F 6.1579 0.9772 -2.0359
C 5.0501 0.2406 -1.7954
C 3.9385 0.4273 -2.5884
C 2.8089 -0.3287 -2.3218
C 2.7793 -1.2620 -1.2861
C 1.5366 -2.0548 -1.0804
C 3.9347 -1.4316 -0.5204
C 5.0716 -0.6792 -0.7665
H 3.9586 1.1567 -3.3863
H 1.9261 -0.1916 -2.9338
H 1.6926 -3.1269 -0.9986
H 0.8225 -1.8656 -1.8874
H 3.9469 -2.1570 0.2803
H 5.9681 -0.7994 -0.1737
C -0.9364 2.1639 0.7735
C 0.2891 1.7127 -0.0064
O 0.4801 0.3349 0.0929
C 0.1024 2.0779 -1.5030
F -0.6729 1.1633 -2.0953
F -0.4888 3.2688 -1.6312
F 1.2559 2.1336 -2.1815
C 1.5583 2.3757 0.5710
F 1.5853 2.2224 1.9005
F 1.5720 3.6918 0.3093
F 2.6803 1.8460 0.0886
H -1.8386 1.8664 0.2447
H -0.9369 3.2459 0.8905
H -0.9252 1.6862 1.7507
```

---

5.
Computed, not measured: a molecular structure, C21H13BiN5O4SSe, with ωB97M-V/def2-TZVPD.

The max |F| comes out at 0.46 eV/Å. As for the net charge: +1. Its relative energy (zero: lowest compared OMol25 entry of this formula, charge and spin) is 0.0 kcal per mole. The calculation puts the LUMO energy at -4.093 eV. The calculation puts the orbital gap at 7.529 eV. The HOMO energy comes out at -0.4271 hartree.

```
46
C21H13BiN5O4SSe (ωB97M-V/def2-TZVPD)
Bi -0.7428 0.4169 0.1940
Se -1.7872 -5.8657 5.0484
N -1.3589 -4.1721 5.3868
C -1.1757 -3.5896 4.2317
C -0.8011 -2.1869 4.0827
C -0.5298 -1.3550 5.1693
C -0.1788 -0.0427 4.9408
C -0.1074 0.4094 3.6270
N -0.3509 -0.3783 2.5884
C -0.6965 -1.6549 2.7999
C -0.9126 -2.4888 1.6069
N -0.7892 -1.9121 0.3914
C -0.8148 -2.6734 -0.7015
C -1.0405 -4.0419 -0.6445
C -1.2631 -4.6297 0.5793
C -1.1828 -3.8476 1.7323
C -1.3565 -4.4095 3.0701
N -1.6847 -5.6560 3.2841
H -0.5984 -1.7576 6.1711
H 0.0429 0.6319 5.7547
H 0.1556 1.4380 3.4094
H -0.6743 -2.1667 -1.6443
H -1.0507 -4.6162 -1.5590
H -1.4839 -5.6846 0.6731
C 1.9548 1.1208 -1.5417
C 1.4507 0.0752 -0.5943
O 2.0161 -0.9174 -0.2589
H 2.8958 0.8130 -1.9949
H 2.0955 2.0521 -0.9866
H 1.2000 1.3098 -2.3076
O -3.9889 3.5501 -1.0779
S -3.1656 3.1550 -2.1770
O -2.5156 4.1331 -2.9879
N -2.0215 2.0648 -1.6350
C -2.2085 0.8992 -2.1717
O -1.4277 -0.0897 -1.8443
C -3.3526 0.7588 -3.0966
C -3.8390 -0.3673 -3.7347
C -5.0165 -0.2408 -4.4608
C -5.6844 0.9784 -4.5321
C -5.1929 2.1109 -3.8899
C -4.0168 1.9708 -3.1868
H -3.3150 -1.3114 -3.6717
H -5.4260 -1.1005 -4.9730
H -6.6093 1.0450 -5.0889
H -5.7094 3.0589 -3.9456
```

---

6.
Computed, not measured: a molecular structure, C21H13N3O10S2SbScSe4 at a distorted geometry, with ωB97M-V/def2-TZVPD.

The max |F| comes out at 1.56 eV/Å. As for the net charge: -2. Its relative energy (zero: lowest compared OMol25 entry of this formula, charge and spin) is 72.3 kcal per mole. The calculation puts the LUMO energy (spin up / spin down) at 3.316 / 3.318 eV. The calculation puts the orbital gap (spin up / spin down) at 5.575 / 4.685 eV. The HOMO energy (spin up / spin down) comes out at -0.0830 / -0.0502 hartree.

```
55
C21H13N3O10S2SbScSe4 (ωB97M-V/def2-TZVPD)
Sc -0.3487 -1.5490 -0.4895
O -1.4678 -4.8843 -2.8447
C -1.0262 -3.6728 -2.4263
O -0.9736 -3.4464 -1.1718
C -0.6041 -2.7278 -3.3742
C -0.4763 -2.9011 -4.7801
C 0.1891 -1.9475 -5.4938
C 0.7510 -0.8163 -4.8438
C 0.5020 -0.6754 -3.5001
N -0.2049 -1.5569 -2.7961
C 0.9466 0.4806 -2.6457
O 2.0078 1.1852 -2.9842
O 0.3168 0.7505 -1.6411
H -1.5579 -5.4116 -2.0402
H -0.8642 -3.7939 -5.2507
H 0.3169 -2.0661 -6.5624
H 1.3390 -0.0846 -5.3775
H 2.7613 0.6460 -3.3723
O -2.0098 -0.5148 -0.1619
C -2.8259 -0.6552 0.8528
C -2.5770 -1.4103 2.0199
C -3.5829 -1.4790 3.0092
C -3.3807 -2.1799 4.1801
C -2.1845 -2.8397 4.4580
C -1.1849 -2.7880 3.5016
C -1.3410 -2.1116 2.2880
O -0.3399 -2.0971 1.4324
N -4.4587 -2.2391 5.1557
O -4.2628 -2.8374 6.2049
O -5.5214 -1.6946 4.8935
H -3.7714 -0.1147 0.7906
H -4.5251 -0.9737 2.8514
H -2.0543 -3.3647 5.3910
H -0.2386 -3.2876 3.6646
Se 6.2189 -3.0444 -0.8387
Sb 4.9769 -0.9953 -1.0508
Se 2.5897 0.1508 0.6438
Se 2.1744 -1.7836 -0.7871
Se 4.8866 -0.2416 -3.4128
O 1.0465 4.9433 4.1415
S 0.2380 4.6222 2.9995
O -1.0217 5.2938 2.8498
N 0.0341 2.9878 2.9022
C 0.6454 2.4875 1.8790
S 0.4887 0.7791 1.6614
C 1.3377 3.4824 0.9842
C 1.9909 3.3346 -0.2316
C 2.4906 4.4712 -0.8561
C 2.3434 5.7342 -0.2940
C 1.6723 5.8906 0.9134
C 1.1818 4.7527 1.5134
H 2.0961 2.3697 -0.7043
H 2.9960 4.3588 -1.8065
H 2.7382 6.6016 -0.8079
H 1.5279 6.8636 1.3641
```